Entry from OMol25: a cluster of 12 separate species, C44H121N9O16 in total (ωB97M-V/def2-TZVPD).

Each line ends with the Löwdin charge.
Positions of all 190 atoms, in Å:
C  4.865  3.691  -2.146  -0.10
O  4.053  2.531  -2.258  -0.22
C  2.989  2.491  -1.300  -0.17
C  3.529  2.284  0.117  -0.40
C  4.380  1.025  0.214  -0.03
N  2.389  2.162  1.032  0.06
H  4.327  4.530  -1.697  0.09
H  5.233  3.906  -3.146  0.09
H  5.712  3.507  -1.477  0.08
H  2.414  3.416  -1.417  0.11
H  2.362  1.651  -1.596  0.11
H  4.168  3.109  0.469  0.14
H  4.578  0.802  1.260  0.07
H  5.259  1.167  -0.416  0.07
H  3.841  0.180  -0.227  0.07
H  1.896  3.052  1.043  0.06
H  2.812  2.151  1.973  0.06
C  -4.314  0.101  1.019  -0.09
O  -4.491  1.341  1.671  -0.21
C  -5.817  1.741  1.931  -0.20
C  -6.705  1.882  0.686  -0.43
C  -5.964  2.656  -0.371  -0.06
N  -7.894  2.668  1.094  0.03
H  -3.308  0.084  0.601  0.06
H  -5.024  -0.056  0.203  0.08
H  -4.397  -0.728  1.728  0.08
H  -6.271  1.033  2.637  0.12
H  -5.857  2.690  2.467  0.13
H  -7.066  0.935  0.273  0.13
H  -6.635  2.887  -1.207  0.08
H  -5.140  2.082  -0.794  0.08
H  -5.641  3.635  -0.019  0.08
H  -8.517  2.680  0.299  0.07
H  -8.349  2.346  1.935  0.07
C  4.068  -5.175  -2.182  -0.11
O  3.813  -4.103  -1.306  -0.22
C  3.297  -4.479  -0.039  -0.19
C  3.104  -3.178  0.725  -0.43
C  4.422  -2.494  1.025  -0.06
N  2.360  -3.302  1.992  0.05
H  4.447  -4.853  -3.149  0.07
H  3.201  -5.799  -2.422  0.09
H  4.868  -5.790  -1.754  0.09
H  2.271  -4.841  -0.189  0.13
H  3.871  -5.240  0.495  0.13
H  2.519  -2.593  0.001  0.13
H  4.358  -1.600  1.646  0.06
H  5.068  -2.301  0.166  0.06
H  5.088  -3.144  1.609  0.09
H  2.214  -2.309  2.181  0.03
H  1.356  -3.509  1.893  0.04
C  -6.874  -2.792  -0.683  -0.09
O  -5.589  -2.227  -0.836  -0.20
C  -4.536  -3.078  -0.467  -0.23
C  -3.174  -2.651  -1.008  -0.41
C  -3.261  -2.420  -2.515  -0.03
N  -2.258  -3.756  -0.679  0.05
H  -7.235  -2.719  0.349  0.09
H  -6.863  -3.840  -0.990  0.09
H  -7.553  -2.172  -1.265  0.09
H  -4.426  -3.224  0.618  0.12
H  -4.763  -4.093  -0.829  0.12
H  -2.866  -1.742  -0.481  0.11
H  -3.882  -1.575  -2.821  0.08
H  -3.611  -3.297  -3.060  0.09
H  -2.254  -2.148  -2.842  0.06
H  -2.687  -4.569  -1.128  0.09
H  -1.446  -3.660  -1.298  0.04
C  7.631  -0.868  -1.949  -0.12
O  6.609  -1.420  -2.733  -0.18
C  5.386  -0.681  -2.649  -0.20
C  4.570  -1.065  -3.859  -0.37
C  3.249  -0.234  -3.909  -0.04
N  4.175  -2.501  -3.810  0.05
H  7.946  0.104  -2.344  0.09
H  8.568  -1.432  -1.984  0.08
H  7.386  -0.861  -0.883  0.09
H  4.887  -1.015  -1.733  0.11
H  5.560  0.398  -2.618  0.12
H  5.118  -0.902  -4.787  0.14
H  2.703  -0.550  -4.794  0.07
H  3.547  0.808  -4.047  0.07
H  2.686  -0.328  -2.982  0.06
H  4.226  -2.741  -2.817  0.05
H  5.061  -2.944  -4.075  0.09
C  -0.982  -1.069  -7.653  -0.13
O  -1.384  -0.343  -6.527  -0.19
C  -1.509  1.044  -6.774  -0.21
C  -1.570  1.751  -5.438  -0.45
C  -2.791  1.326  -4.619  -0.05
N  -1.564  3.207  -5.572  0.04
H  -0.876  -2.123  -7.393  0.08
H  0.030  -0.797  -7.981  0.09
H  -1.683  -0.992  -8.489  0.09
H  -0.585  1.403  -7.254  0.12
H  -2.345  1.270  -7.443  0.13
H  -0.667  1.486  -4.866  0.13
H  -3.755  1.548  -5.077  0.08
H  -2.788  1.864  -3.663  0.07
H  -2.733  0.274  -4.335  0.06
H  -1.637  3.553  -4.620  0.04
H  -0.626  3.435  -5.892  0.07
C  1.067  -0.239  3.786  -0.11
O  1.126  -0.430  5.181  -0.17
C  0.223  0.429  5.843  -0.22
C  0.206  0.038  7.326  -0.43
C  -0.428  -1.338  7.526  -0.06
N  -0.490  1.043  8.154  0.03
H  1.282  0.791  3.466  0.08
H  0.062  -0.424  3.401  0.07
H  1.801  -0.831  3.252  0.07
H  0.507  1.483  5.727  0.10
H  -0.791  0.293  5.440  0.13
H  1.248  0.010  7.652  0.14
H  -1.519  -1.295  7.456  0.08
H  -0.306  -1.698  8.550  0.07
H  -0.026  -2.060  6.818  0.08
H  -1.259  1.383  7.560  0.07
H  0.034  1.923  8.085  0.07
C  -3.209  -5.905  4.139  -0.12
O  -2.250  -4.878  4.209  -0.18
C  -1.738  -4.525  2.948  -0.21
C  -1.273  -3.057  2.968  -0.40
C  -2.426  -2.104  3.181  -0.06
N  -0.603  -2.786  1.698  0.05
H  -2.905  -6.767  3.537  0.09
H  -4.123  -5.462  3.727  0.09
H  -3.450  -6.313  5.120  0.08
H  -0.926  -5.196  2.656  0.13
H  -2.531  -4.559  2.189  0.11
H  -0.541  -2.924  3.771  0.13
H  -2.788  -2.055  4.211  0.08
H  -3.226  -2.345  2.470  0.06
H  -2.235  -1.055  2.923  0.06
H  -1.111  -3.068  0.858  0.03
H  -0.539  -1.779  1.578  0.03
C  -2.843  3.801  0.696  -0.10
O  -1.617  4.120  1.313  -0.22
C  -1.337  3.285  2.441  -0.17
C  -0.321  3.951  3.360  -0.17
N  0.911  4.279  2.642  -0.05
C  1.999  4.741  3.501  -0.17
C  2.566  3.606  4.360  -0.22
O  3.461  2.810  3.611  -0.22
C  3.951  1.727  4.400  -0.07
H  -3.128  4.518  -0.075  0.10
H  -3.691  3.912  1.381  0.08
H  -2.897  2.786  0.304  0.08
H  -1.076  2.286  2.071  0.12
H  -2.283  3.173  2.983  0.13
H  -0.129  3.225  4.150  0.10
H  -0.770  4.854  3.791  0.13
H  0.652  4.925  1.904  0.09
H  1.864  5.649  4.100  0.12
H  2.773  4.984  2.765  0.12
H  1.759  3.053  4.852  0.09
H  3.174  4.044  5.167  0.13
H  4.764  2.018  5.071  0.09
H  4.318  0.963  3.717  0.08
H  3.155  1.313  5.024  0.08
O  0.283  5.414  -0.193  -0.10
C  -0.287  6.011  -1.366  -0.22
C  0.036  5.175  -2.593  -0.23
O  -0.813  4.036  -2.672  -0.09
H  -0.336  4.776  0.216  0.03
H  -1.360  6.222  -1.302  0.12
H  0.141  7.018  -1.345  0.12
H  1.103  4.964  -2.662  0.11
H  -0.258  5.840  -3.414  0.12
H  -0.540  3.504  -1.897  0.04
O  0.678  -0.020  0.828  -0.12
C  0.161  -0.332  -0.477  -0.21
C  -0.731  0.801  -0.964  -0.20
O  -0.255  2.120  -0.790  -0.07
H  1.294  0.749  0.715  0.03
H  1.004  -0.491  -1.158  0.10
H  -0.375  -1.275  -0.385  0.09
H  -1.716  0.705  -0.498  0.10
H  -0.914  0.599  -2.024  0.12
H  -0.306  2.319  0.154  0.07
O  0.099  -3.905  -2.534  -0.08
C  0.622  -2.783  -3.215  -0.24
C  0.670  -3.059  -4.726  -0.21
O  1.824  -3.880  -4.964  -0.11
H  0.760  -4.602  -2.653  0.09
H  -0.054  -1.940  -3.034  0.10
H  1.615  -2.516  -2.842  0.10
H  0.803  -2.180  -5.358  0.10
H  -0.182  -3.676  -5.004  0.12
H  2.612  -3.485  -4.547  0.02

Computed properties:
Kohn-Sham gap   0.331 Ha
Total charge   0
2S+1   1
SMILES   COC[C@H](C)N.COC[C@H](C)N.COC[C@H](C)N.COC[C@H](C)N.COC[C@H](C)N.COC[C@H](C)N.COC[C@H](C)N.COC[C@H](C)N.COCCNCCOC.OCCO.OCCO.OCCO
Molar mass   1032.5 g mol⁻¹